Record 1
{
  "formula": "C4H7NS",
  "method": "the ωB97M-V functional and the def2-TZVPD basis",
  "species": ["C", "C", "C", "C", "H", "H", "H", "H", "H", "H", "H", "N", "S"],
  "positions_angstrom": [[0.2798, 1.2590, -0.1165], [0.4427, -1.2153, 0.2406], [-0.8488, -0.6365, -0.2645], [-0.8911, 0.6919, 0.4820], [0.1265, 1.5451, -1.0896], [0.6011, 2.1151, 0.4352], [1.7573, -0.0838, -0.7307], [0.4693, -1.7712, 1.2162], [0.7777, -1.9510, -0.4954], [-0.7137, -0.5066, -1.2974], [-0.6561, 0.5398, 1.5453], [1.1815, 0.0626, 0.0701], [-2.5263, -0.0492, 0.0048]],
  "forces_ev_per_a": [[1.244, 0.048, 1.222], [-0.729, -0.995, 0.065], [-1.536, -0.197, 1.519], [-2.628, -2.239, 0.493], [-0.101, 0.522, -2.640], [0.820, 0.495, 0.409], [0.696, 0.383, -0.386], [-0.039, 1.230, -0.466], [0.324, 0.079, 0.063], [0.289, 0.385, -1.304], [-0.758, -0.126, -0.261], [1.632, -0.026, 0.427], [0.787, 0.441, 0.859]],
  "lowdin_charge": [-0.22, -0.20, -0.60, -0.52, 0.09, 0.11, 0.09, 0.12, 0.11, 0.07, 0.12, -0.03, 0.87],
  "e_above_lowest_kcal_mol": 88.14,
  "e_tot_ha": -609.418025,
  "smiles": "C1NC[C@H]2S[C@H]12",
  "fmax_ev_per_a": 3.487,
  "charge": 0
}

=====

Record 2
{
  "formula": "C4H7NS2",
  "method": "the ωB97M-V functional and the def2-TZVPD basis",
  "species": ["C", "C", "C", "C", "N", "S", "S", "H", "H", "H", "H", "H", "H", "H"],
  "positions_angstrom": [[1.8341, -0.6841, -0.5721], [-1.5869, -0.4303, 0.8903], [-1.7213, 0.9181, 0.4219], [3.1217, -0.1467, -0.8693], [0.8256, -1.1600, -0.3691], [-1.6370, 0.7544, 2.2360], [-3.3856, 1.3159, -0.2585], [-2.3593, -1.2133, 0.9565], [-0.6680, -0.8979, 0.5403], [-0.8200, 1.4168, -0.0150], [3.6879, -0.7800, -1.4226], [3.5834, -0.0859, 0.0690], [3.0813, 0.8908, -1.4469], [-3.9561, 0.1022, -0.1604]],
  "forces_ev_per_a": [[0.470, 0.294, -0.886], [0.696, -2.426, 0.155], [-1.593, 0.991, -0.367], [-1.316, 3.883, -0.522], [-0.650, -0.949, -0.133], [0.584, 0.314, 0.235], [0.664, 0.600, -0.236], [-0.213, 0.958, -0.461], [-0.324, 0.229, 1.080], [-1.227, -0.500, 0.102], [1.485, -2.065, -1.881], [1.069, 0.763, 1.309], [-0.045, -2.149, 1.517], [0.399, 0.058, 0.088]],
  "lowdin_charge": [-0.23, -0.60, -0.95, -0.05, 0.17, 0.74, 0.66, 0.08, -0.02, 0.08, 0.04, 0.07, 0.15, -0.14],
  "e_above_lowest_kcal_mol": 44.47,
  "e_tot_ha": -1007.663381,
  "smiles": "S[C@@H]1CS1.CC#N",
  "fmax_ev_per_a": 4.133,
  "charge": 0
}